Entry 1:
Formula: C31H42N4O3
Source: the Open Molecules 2025 dataset
Level of theory: ωB97M-V with the def2-TZVPD basis set

Results
- electronic energy (hartree) = -1651.2824
- orbital gap (eV) = 8.2
- HOMO (eV) = -7.66
- energy above the lowest of the compared OMol25 structures with the same formula, charge and spin (eV) = 0.391
- SMILES = C[C@@H](CN1C2=NC[C@H](Cc3ccc(O)cc3)N2C[C@H]1Cc1ccc(O)cc1)NC(=O)CCC1CCCCC1

```
! RIJCOSX wB97M-V def2-TZVPD def2/J DEFGRID3
* xyz 0 1
C -0.653 -0.297 1.151
H -0.857 -1.205 1.716
H 0.250 0.170 1.540
H -1.491 0.385 1.266
C -0.436 -0.628 -0.321
N -1.568 -1.365 -0.856
C -2.524 -0.825 -1.634
O -2.466 0.313 -2.069
C -3.653 -1.775 -1.993
C -4.470 -2.296 -0.805
C -5.343 -1.235 -0.126
C -4.527 -0.292 0.759
C -5.423 0.744 1.430
C -6.500 0.063 2.267
C -7.324 -0.878 1.394
C -6.424 -1.911 0.723
H -7.029 -2.570 0.095
H -5.946 -2.527 1.489
H -8.080 -1.384 1.998
H -7.842 -0.297 0.627
H -7.150 0.812 2.724
H -6.030 -0.507 3.072
H -4.816 1.399 2.057
H -5.894 1.363 0.664
H -3.776 0.227 0.165
H -4.012 -0.875 1.527
H -5.837 -0.642 -0.903
H -5.123 -3.088 -1.184
H -3.813 -2.750 -0.059
H -4.313 -1.250 -2.685
H -3.213 -2.625 -2.522
H -1.724 -2.284 -0.472
H -0.366 0.298 -0.898
C 0.867 -1.430 -0.533
N 1.990 -0.569 -0.777
C 2.541 0.301 0.102
N 2.285 0.619 1.314
C 3.245 1.668 1.638
H 4.020 1.250 2.291
H 2.742 2.472 2.174
C 3.863 2.137 0.289
N 3.590 0.959 -0.494
C 3.678 0.632 -1.889
H 3.258 1.407 -2.541
H 4.718 0.461 -2.184
C 2.843 -0.667 -1.947
C 3.747 -1.925 -1.886
C 4.711 -1.841 -0.738
C 4.293 -2.099 0.560
C 5.147 -1.920 1.632
C 6.449 -1.484 1.421
C 6.891 -1.258 0.122
C 6.026 -1.435 -0.939
H 6.387 -1.260 -1.943
H 7.909 -0.940 -0.033
O 7.321 -1.280 2.447
H 6.882 -1.464 3.287
H 4.798 -2.112 2.638
H 3.288 -2.444 0.747
H 3.106 -2.804 -1.779
H 4.287 -2.007 -2.830
H 2.227 -0.716 -2.853
C 3.208 3.434 -0.257
C 1.712 3.328 -0.347
C 1.099 2.850 -1.498
C -0.261 2.616 -1.547
C -1.053 2.866 -0.431
C -0.465 3.434 0.696
C 0.896 3.661 0.728
H 1.329 4.106 1.613
H -1.088 3.675 1.543
O -2.376 2.576 -0.417
H -2.572 1.991 -1.172
H -0.718 2.224 -2.444
H 1.687 2.663 -2.385
H 3.633 3.643 -1.242
H 3.490 4.247 0.415
H 4.944 2.299 0.373
H 0.754 -2.074 -1.410
H 1.045 -2.060 0.348
*
```

Table of Löwdin atomic charges, one value per atom, all in e: C -0.032; H 0.081; H 0.047; H 0.069; C -0.305; N 0.112; C -0.486; O 0.035; C -0.094; C -0.166; C -0.328; C -0.168; C -0.192; C -0.210; C -0.205; C -0.178; H 0.112; H 0.123; H 0.107; H 0.114; H 0.107; H 0.113; H 0.112; H 0.119; H 0.087; H 0.126; H 0.152; H 0.114; H 0.111; H 0.123; H 0.121; H 0.144; H 0.120; C -0.089; N -0.003; C -0.407; N 0.109; C -0.140; H 0.107; H 0.095; C -0.226; N 0.005; C -0.071; H 0.103; H 0.117; C -0.216; C -0.088; C -0.241; C -0.037; C -0.012; C -0.323; C -0.007; C -0.048; H 0.113; H 0.116; O 0.051; H 0.105; H 0.116; H 0.108; H 0.115; H 0.120; H 0.150; C -0.093; C -0.237; C -0.040; C -0.030; C -0.335; C -0.003; C -0.044; H 0.110; H 0.117; O 0.039; H 0.069; H 0.115; H 0.100; H 0.113; H 0.119; H 0.141; H 0.129; H 0.123

Entry 2:
Formula: C7H6Br3N
Source: the Open Molecules 2025 dataset
Level of theory: ωB97M-V with the def2-TZVPD basis set

Results
- electronic energy (hartree) = -8046.8787
- orbital gap (spin up / spin down) (eV) = 7.8 / 6.4
- HOMO (spin up / spin down) (eV) = -8.61 / -8.25
- energy above the lowest of the compared OMol25 structures with the same formula, charge and spin (eV) = 6.021

```
! RIJCOSX wB97M-V def2-TZVPD def2/J DEFGRID3
* xyz 0 1
C 2.309 1.369 -0.530
C 1.100 0.807 -0.393
C -0.208 1.124 -0.526
C 1.727 -1.168 0.463
C -1.178 0.304 -0.916
C 0.742 -1.801 1.260
C -2.575 0.600 -0.723
N 3.303 1.959 -0.517
Br -0.787 2.824 0.239
Br 3.564 -1.181 0.898
Br -0.725 -1.286 -1.872
H 0.806 -2.876 1.069
H 1.116 -1.569 2.330
H -0.168 -1.311 1.024
H -3.127 0.355 -1.552
H -2.814 1.723 -0.412
H -3.085 0.126 0.158
*
```

Table of Löwdin atomic charges, one value per atom, all in e: C -0.343; C -0.146; C -0.705; C -0.593; C -0.760; C -0.230; C -0.197; N 0.188; Br 0.790; Br 0.729; Br 0.823; H 0.093; H 0.114; H 0.034; H 0.035; H 0.057; H 0.111